DFT (wB97M-V/def2-TZVPD) results for a 2-piece molecular cluster, C3H9NO2S overall at a distorted geometry.

Element x y z (Å)
C 0.20933 -0.60358 0.26605
C 1.65718 -0.95242 -0.11076
S 1.84474 -2.43959 -1.17556
N -0.11593 0.79825 0.58569
C -0.53703 1.70113 -0.52245
O -1.73997 2.25091 -0.38428
H -0.45582 -0.91298 -0.54173
H -0.11640 -1.24220 1.10754
H 2.38159 -1.09150 0.69938
H 2.04275 -0.14882 -0.74403
H 0.64337 1.13872 1.15839
H -0.33610 1.19792 -1.49402
H 0.30373 2.49118 -0.56780
H -2.62216 1.95416 1.44115
H -2.12627 0.64526 1.82947
O -2.78430 1.28361 2.14195

Frontier orbital gap   0.2137 hartree
Total energy   -723.05647 hartree
Net charge   -2
ΔE to the lowest compared entry with this formula, charge and spin   0.696 eV
Highest occupied orbital energy   0.01058 hartree



DFT (wB97M-V/def2-TZVPD) results for a 2-piece molecular cluster, C3H9NO2S overall at a distorted geometry.

Element x y z (Å)
N 2.44438 0.16655 -0.33108
C 1.72757 0.35762 0.82202
O 1.94486 1.27679 1.57199
C 0.57667 -0.68773 0.87832
C -0.65554 -0.29262 0.14641
S -0.36104 1.33427 -0.77986
H 1.84495 0.33804 -1.19647
H 3.12480 0.97994 -0.36832
H 1.08959 -1.75012 0.51440
H 0.41929 -1.00268 1.90220
H -1.52600 -0.11860 0.65005
H -0.75529 -1.05726 -0.60788
H -0.08194 1.80355 0.49181
O -3.96467 -2.84312 -1.04025
H -4.44818 -2.57764 -0.22432
H -4.73502 -2.86241 -1.70068

Frontier orbital gap   0.3631 hartree
SMILES   NC(=O)CCS.O
Total energy   -723.08587 hartree
ΔE to the lowest compared entry with this formula, charge and spin   2.244 eV
Highest occupied orbital energy   -0.34303 hartree



DFT (wB97M-V/def2-TZVPD) results for a 2-piece molecular cluster, C3H9NO2S overall at a distorted geometry.

Element x y z (Å)
N 0.69959 1.42014 -0.78348
C -0.73201 1.17632 -0.21463
C -0.98415 1.68807 1.22440
O -0.01344 2.11173 1.86765
C -1.09196 -0.29106 0.14064
S -1.33086 -1.07996 -1.43118
H 0.74689 1.87244 -1.70308
H 1.22211 1.85606 0.11870
H -1.38160 1.71553 -0.83732
H -1.94798 1.39015 1.48938
H -0.35464 -0.68116 0.97687
H -2.24417 -0.29443 0.34614
H -0.16606 -1.58514 -1.63266
O 2.44901 -2.94197 -0.21026
H 3.18210 -2.81006 0.27775
H 1.94717 -3.54667 0.37104

Frontier orbital gap   0.3447 hartree
SMILES   N[C@H](C=O)CS.O
Total energy   -723.02718 hartree
ΔE to the lowest compared entry with this formula, charge and spin   3.841 eV
Highest occupied orbital energy   -0.32097 hartree



DFT (wB97M-V/def2-TZVPD) results for a 2-piece molecular cluster, C3H9NO2S overall at a distorted geometry.

Element x y z (Å)
O -1.49365 -0.36366 -1.81137
C -0.50554 -0.79864 -1.25587
N -0.47862 -1.10563 0.06655
C 0.74309 -1.41400 0.80769
C 1.24941 -0.15005 1.50109
S 1.57591 1.19468 0.34945
H 0.44116 -1.04680 -1.75425
H -1.31766 -1.11902 0.62188
H 1.51460 -1.81322 0.14878
H 0.43907 -2.17251 1.52251
H 2.14430 -0.34048 2.08668
H 0.50470 0.18780 2.20898
H 0.30337 1.59076 0.22521
O -1.34297 2.48061 -1.53792
H -1.96952 3.17163 -1.32757
H -1.80765 1.69854 -1.85182

Frontier orbital gap   0.3655 hartree
SMILES   O=CNCCS.O
Total energy   -723.13509 hartree
ΔE to the lowest compared entry with this formula, charge and spin   0.905 eV
Highest occupied orbital energy   -0.33744 hartree